1.
{
  "formula": "C2H3NOS",
  "method": "ωB97M-V/def2-TZVPD",
  "symbols": ["C", "C", "N", "O", "S", "H", "H", "H"],
  "xyz": [[-0.398544, 0.402270, -0.174713], [0.748851, -0.549362, -0.071307], [2.017886, -0.399970, 0.105239], [-2.852772, 0.610623, 0.000406], [-1.808752, -0.396816, -0.016890], [-0.538492, 1.458097, -0.060103], [0.495399, -1.619270, 0.028472], [2.336426, 0.494428, 0.188894]],
  "atomic_forces_ev_per_a": [[0.2, -2.7, 0.7], [1.7, 0.3, 0.8], [-2.4, -3.0, -0.3], [-1.5, 0.1, 0.2], [1.0, 0.9, -0.5], [0.7, 0.6, -0.3], [-0.6, 0.5, -0.6], [0.8, 3.4, -0.1]],
  "max_force_ev_per_a": 3.9,
  "relative_energy_kcal_mol": 50.6,
  "lumo_ev": -1.097,
  "homo_lumo_gap_ev": 8.71
}

***

2.
{
  "formula": "C6H12ClN",
  "method": "ωB97M-V/def2-TZVPD",
  "symbols": ["C", "C", "C", "C", "N", "C", "C", "Cl", "H", "H", "H", "H", "H", "H", "H", "H", "H", "H", "H", "H"],
  "xyz": [[1.081155, 1.865477, 0.407494], [0.532547, 0.613073, -0.335432], [1.607301, -0.530836, -0.470963], [3.054276, -0.203835, -0.364167], [0.993447, -1.208750, 0.621763], [-0.234283, -0.356140, 0.651555], [-1.484468, -0.950775, 0.040147], [-2.754176, 0.292829, -0.225853], [1.673432, 1.623413, 1.276851], [1.769597, 2.378242, -0.296892], [0.293655, 2.574786, 0.700508], [-0.008643, 0.855450, -1.266642], [1.462192, -0.978395, -1.459236], [3.623654, -1.117422, -0.479261], [3.279742, 0.220196, 0.646225], [3.344179, 0.510371, -1.144781], [0.867329, -2.187001, 0.598229], [-0.457956, 0.096645, 1.650363], [-1.328722, -1.421628, -0.921478], [-1.990767, -1.693278, 0.611473]],
  "atomic_forces_ev_per_a": [[-0.2, 0.1, -1.6], [0.4, 0.4, 1.4], [-1.1, 1.2, -1.6], [0.5, 0.6, 1.1], [-1.1, 0.5, 1.5], [0.8, 0.5, -0.5], [-0.2, 0.1, -0.4], [0.1, 0.2, 0.0], [0.0, -0.3, 0.3], [-0.4, 0.0, 0.4], [0.1, -0.3, -0.2], [0.2, 0.0, 0.5], [-0.2, -0.4, 0.0], [0.3, -0.1, 0.0], [0.0, -0.3, -0.9], [0.0, -0.2, 0.2], [-0.1, -1.2, -0.1], [0.1, -0.5, -0.7], [0.4, 0.2, -0.3], [-0.1, -0.5, 0.9]],
  "max_force_ev_per_a": 2.3,
  "relative_energy_kcal_mol": 26.0,
  "smiles": "C[C@H]1[C@@H](C)N[C@@H]1CCl",
  "lumo_ev": 0.984,
  "homo_lumo_gap_ev": 10.02
}

***

3.
{
  "formula": "C4H2F2O2",
  "method": "ωB97M-V/def2-TZVPD",
  "symbols": ["O", "C", "O", "C", "F", "C", "C", "F", "H", "H"],
  "xyz": [[1.748061, 1.573419, 0.163387], [0.615106, 0.654098, -0.143727], [-0.689107, 1.030471, -0.151258], [-1.423174, -0.111482, -0.098529], [-2.708140, 0.139176, 0.177746], [-0.639341, -1.242231, -0.081566], [0.691901, -0.688475, 0.017216], [1.941304, -1.331690, 0.042104], [1.286039, 2.357612, -0.080115], [-0.822645, -2.380899, 0.154745]],
  "atomic_forces_ev_per_a": [[-3.7, -2.8, -1.2], [3.2, 0.0, 2.0], [0.2, 0.2, 0.1], [0.2, -0.6, 0.7], [0.9, -0.5, -0.8], [-0.1, -1.6, 1.4], [1.9, -0.1, -1.4], [-2.6, 0.7, 0.1], [0.2, 1.9, -0.2], [-0.2, 2.8, -0.8]],
  "max_force_ev_per_a": 4.8,
  "relative_energy_kcal_mol": 26.8,
  "smiles": "Oc1oc(F)cc1F",
  "lumo_ev": 0.450,
  "homo_lumo_gap_ev": 9.33
}

***

4.
{
  "formula": "C22H19F4N4Ti",
  "method": "ωB97M-V/def2-TZVPD",
  "symbols": ["Ti", "C", "N", "C", "C", "C", "N", "C", "C", "F", "C", "F", "C", "C", "F", "C", "F", "H", "H", "H", "H", "H", "H", "H", "H", "H", "H", "H", "C", "C", "N", "C", "C", "C", "C", "C", "C", "C", "C", "C", "N", "C", "H", "H", "H", "H", "H", "H", "H", "H"],
  "xyz": [[-0.127900, -0.063800, -0.569300], [-0.550000, 0.929500, 2.217300], [-1.001600, 1.442900, 0.922500], [-2.464300, 1.561500, 0.958000], [-0.440300, 2.769100, 0.611000], [-0.492100, 2.997400, -0.917800], [-0.121000, 1.743800, -1.480900], [-0.336100, 1.240400, -2.691600], [0.038100, -0.150200, -2.653200], [-1.817000, -0.478100, -0.731700], [-0.205100, -0.891100, -3.784700], [0.053300, -2.211100, -3.753400], [-0.742600, -0.344800, -4.949300], [-1.093000, 1.006400, -4.966600], [-1.641400, 1.509200, -6.071300], [-0.914200, 1.812200, -3.854400], [-1.300400, 3.096500, -3.846900], [-0.901300, 1.567400, 3.040500], [0.542300, 0.879100, 2.252100], [-0.963900, -0.075700, 2.364400], [-2.772000, 2.263700, 1.743300], [-2.919500, 0.592300, 1.157700], [-2.837400, 1.921900, 0.000400], [0.597400, 2.790400, 0.952700], [-0.986500, 3.561500, 1.138500], [0.229400, 3.777000, -1.211300], [-1.483900, 3.348200, -1.242800], [-0.925200, -0.958700, -5.817300], [4.054800, 1.132900, -0.126100], [2.676500, 1.213000, -0.207500], [1.853900, 0.150900, -0.160800], [2.471100, -1.072100, -0.031800], [3.878400, -1.243000, 0.049400], [4.681500, -0.103500, -0.001500], [4.390400, -2.570900, 0.164700], [3.572700, -3.650200, 0.171500], [2.156500, -3.506500, 0.065500], [1.263600, -4.576800, 0.012500], [-0.094900, -4.301000, -0.103400], [-0.540900, -2.991100, -0.138600], [0.279300, -1.931600, -0.094400], [1.622100, -2.194900, -0.013100], [4.638200, 2.039400, -0.167800], [2.214400, 2.184700, -0.335200], [5.758100, -0.176200, 0.042600], [5.458300, -2.693800, 0.242600], [3.970300, -4.649900, 0.255200], [1.627500, -5.591000, 0.056400], [-0.818700, -5.098300, -0.166200], [-1.602600, -2.777000, -0.213700]],
  "atomic_forces_ev_per_a": [[-2.6, 4.3, -3.1], [0.0, 0.1, 0.4], [0.3, 0.0, 0.2], [-0.5, -0.2, -0.2], [0.2, 0.5, -0.5], [-0.1, 0.4, 0.3], [0.6, -0.1, 1.7], [0.0, -1.2, -2.1], [0.1, 1.1, 0.2], [-1.6, -1.0, 0.5], [-0.5, 0.5, -0.2], [0.1, -0.3, -0.1], [0.2, -0.3, 0.3], [0.2, -0.3, 0.5], [0.0, 0.1, 0.1], [0.4, -0.7, 0.7], [-0.1, 0.3, -0.1], [0.1, -0.1, 0.0], [-0.1, 0.0, 0.0], [0.1, 0.2, 0.0], [0.1, 0.0, -0.1], [0.1, 0.1, -0.1], [0.1, -0.1, 0.0], [-0.1, 0.0, 0.0], [0.1, -0.1, 0.1], [-0.2, 0.0, 0.2], [0.2, -0.1, 0.1], [0.1, 0.0, -0.1], [0.9, -0.8, 0.1], [-1.0, -0.1, -0.1], [3.2, -0.2, 0.7], [1.0, 1.0, 0.1], [-1.1, -0.2, -0.1], [-0.6, 1.0, -0.1], [0.0, -0.3, 0.0], [0.2, 0.1, 0.0], [-0.1, 1.2, -0.1], [-1.1, 0.3, -0.1], [0.8, -0.5, 0.1], [-0.2, 0.6, -0.1], [1.2, -3.5, 0.7], [-0.5, -1.2, 0.1], [0.0, 0.1, 0.0], [-0.1, -0.2, 0.0], [0.1, 0.0, 0.0], [0.2, -0.1, 0.0], [0.1, -0.1, 0.0], [0.0, -0.1, 0.0], [0.0, 0.0, 0.0], [0.2, 0.1, 0.0]],
  "charge": 1,
  "max_force_ev_per_a": 5.9,
  "relative_energy_kcal_mol": 30.0,
  "lumo_ev": -4.781,
  "homo_lumo_gap_ev": 5.02
}

***

5.
{
  "formula": "C4H5NO",
  "method": "ωB97M-V/def2-TZVPD",
  "symbols": ["C", "C", "C", "C", "N", "O", "H", "H", "H", "H", "H"],
  "xyz": [[2.614005, -0.423881, -0.309924], [1.439636, -0.165652, -0.245669], [0.042947, 0.152333, -0.095432], [-0.916451, -0.945016, 0.269770], [-0.236531, 1.395190, -0.241909], [-1.574463, 1.663928, -0.039624], [3.662018, -0.619297, -0.354553], [-0.991454, -1.671448, -0.545171], [-0.541313, -1.474707, 1.150429], [-1.905744, -0.540137, 0.480705], [-1.592647, 2.628683, -0.068621]],
  "atomic_forces_ev_per_a": [[-0.5, 0.1, 0.0], [0.5, -0.1, 0.0], [0.0, 0.3, 0.0], [-0.1, 0.0, 0.0], [0.3, -0.5, 0.1], [-0.2, 0.2, 0.0], [-0.2, 0.0, 0.0], [0.0, 0.1, 0.1], [0.0, 0.1, -0.1], [0.1, -0.1, 0.0], [-0.1, -0.2, -0.1]],
  "max_force_ev_per_a": 0.6,
  "relative_energy_kcal_mol": 79.4,
  "smiles": "C#C/C(C)=N/O",
  "lumo_ev": 0.912,
  "homo_lumo_gap_ev": 10.22
}

***

6.
{
  "formula": "C6H4N2O",
  "method": "ωB97M-V/def2-TZVPD",
  "symbols": ["C", "C", "C", "C", "C", "C", "N", "N", "O", "H", "H", "H", "H"],
  "xyz": [[0.882337, 1.318253, 0.167906], [-1.694892, -1.606515, 0.415970], [-0.500082, 1.437051, 0.033131], [0.871071, -2.316478, -0.173994], [-0.801257, -0.770784, -0.079303], [1.578937, 0.059893, 0.098809], [-1.335965, 0.406378, -0.175335], [0.584175, -1.079169, -0.075980], [2.730438, -0.284019, 0.080651], [1.594031, 2.112395, 0.224073], [-2.794074, -1.588614, 0.488412], [-0.886919, 2.365374, 0.094250], [1.930867, -2.783825, -0.085150]],
  "atomic_forces_ev_per_a": [[-0.2, -0.5, -0.1], [-1.1, -0.8, 1.5], [3.4, -2.4, 0.7], [0.0, -2.6, 0.6], [0.8, -0.6, -0.2], [-0.7, -1.3, -0.5], [-0.4, 1.3, -0.6], [1.1, 1.0, -0.4], [-0.3, 1.0, 0.3], [-0.2, 0.9, 0.0], [0.7, -0.6, -0.8], [-1.5, 3.0, 0.0], [-1.5, 1.8, -0.4]],
  "max_force_ev_per_a": 4.2,
  "relative_energy_kcal_mol": 165.0,
  "lumo_ev": [-2.273, -2.225],
  "homo_lumo_gap_ev": [6.17, 6.30]
}